Entry from the Open Molecules 2025 dataset: a molecular structure, C28H47GaO3SSi (wB97M-V/def2-TZVPD).

## Properties
ΔE to the lowest compared entry with this formula, charge and spin ... 7.96 kcal/mol

Geometry as ORCA input:
```
! RIJCOSX wB97M-V def2-TZVPD def2/J DEFGRID3
* xyz 0 1
Ga -0.04 -1.18 -0.63
C 1.75 -0.73 1.99
C 1.07 0.53 1.79
C 1.14 0.84 0.44
C 1.75 -0.35 -0.23
C 2.22 -1.24 0.83
C 3.17 -2.41 0.63
C 2.61 -3.44 -0.35
C 3.45 -3.10 1.96
C 4.49 -1.86 0.07
C 1.02 2.17 -0.33
C 1.91 3.20 0.38
C -0.39 2.73 -0.53
C 1.60 2.02 -1.75
C 0.49 1.23 3.03
C 1.63 1.89 3.82
C -0.14 0.17 3.96
C -0.61 2.24 2.75
H 1.90 -1.19 2.96
H 2.33 -0.24 -1.14
H 1.75 -3.96 0.08
H 3.37 -4.19 -0.57
H 2.31 -2.99 -1.30
H 2.53 -3.49 2.41
H 3.91 -2.42 2.67
H 4.13 -3.94 1.81
H 4.35 -1.41 -0.91
H 5.22 -2.67 -0.03
H 4.91 -1.10 0.74
H 1.53 3.48 1.35
H 1.97 4.11 -0.23
H 2.92 2.82 0.51
H -1.03 2.64 0.34
H -0.89 2.22 -1.35
H -0.33 3.79 -0.80
H 2.66 1.76 -1.73
H 1.50 2.97 -2.27
H 1.06 1.27 -2.33
H 2.41 1.17 4.07
H 1.25 2.31 4.75
H 2.10 2.70 3.25
H 0.58 -0.54 4.35
H -0.92 -0.39 3.44
H -0.61 0.68 4.81
H -0.27 3.10 2.18
H -1.00 2.62 3.70
H -1.44 1.77 2.21
C -2.87 4.38 -5.87
C -2.61 3.19 -5.00
C -1.69 2.21 -5.37
C -1.45 1.10 -4.57
C -2.15 0.98 -3.38
C -3.07 1.93 -2.98
C -3.29 3.03 -3.79
S -1.88 -0.44 -2.38
O -0.50 -0.93 -2.68
O -2.93 -1.38 -2.63
O -1.78 0.01 -0.96
H -2.13 4.45 -6.67
H -2.84 5.30 -5.29
H -3.86 4.31 -6.33
H -1.14 2.32 -6.30
H -0.72 0.36 -4.85
H -3.59 1.83 -2.04
H -4.00 3.79 -3.48
C -3.00 -1.51 1.63
Si -1.94 -3.03 1.39
C -0.81 -3.30 2.86
C -3.05 -4.53 1.22
C -0.94 -2.85 -0.18
H -3.62 -1.61 2.53
H -3.66 -1.36 0.78
H -2.41 -0.60 1.74
H -1.37 -3.30 3.79
H -0.04 -2.52 2.92
H -0.30 -4.26 2.78
H -3.63 -4.69 2.13
H -2.46 -5.43 1.03
H -3.75 -4.40 0.39
H -1.65 -2.99 -1.01
H -0.22 -3.67 -0.25
*
```

Atom charges from the Mulliken analysis, given in e for atoms 1 to 8: 0.206 -1.041 -0.104 -0.608 1.377 -1.713 2.392 -1.627


Entry from the Open Molecules 2025 dataset: C3H4N2O in the gas phase in a non-equilibrium geometry (wB97M-V/def2-TZVPD).

## Properties
SMILES ... C1N=N[C@@H]2O[C@H]12
ΔE to the lowest compared entry with this formula, charge and spin ... 105.68 kcal/mol

Geometry as ORCA input:
```
! RIJCOSX wB97M-V def2-TZVPD def2/J DEFGRID3
* xyz 0 1
C -0.92 -0.58 -0.18
N -0.55 -0.04 -1.41
N 0.52 0.51 -1.55
C 1.15 0.59 0.09
O 1.33 -0.58 0.83
C 0.01 0.07 0.81
H -0.94 -1.67 -0.28
H -1.89 -0.34 -0.12
H 1.71 1.63 0.11
H -0.41 0.40 1.70
*
```

Atom charges from the Mulliken analysis, given in e for atoms 1 to 8: -0.567 -0.118 -0.256 0.089 -0.406 -0.061 0.258 0.324


Entry from the Open Molecules 2025 dataset: a molecular structure, C31H31N7NaOS (wB97M-V/def2-TZVPD).

## Properties
ΔE to the lowest compared entry with this formula, charge and spin ... 8.45 kcal/mol

Geometry as ORCA input:
```
! RIJCOSX wB97M-V def2-TZVPD def2/J DEFGRID3
* xyz -1 1
Na 0.57 0.59 -0.47
C 0.27 3.32 -2.00
C 1.53 2.83 -1.61
C 1.62 2.94 -0.21
C 0.40 3.48 0.27
C -0.43 3.72 -0.84
H -0.10 3.38 -3.02
H 2.31 2.47 -2.27
H 2.49 2.71 0.39
H 0.16 3.70 1.30
H -1.44 4.11 -0.80
N -2.54 1.26 -3.73
C -1.85 0.94 -2.61
N -0.78 0.24 -2.57
C -0.21 -0.20 -3.77
N 0.93 -0.78 -3.83
N 1.62 -0.74 -2.63
C 2.06 -1.84 -2.18
C 2.88 -1.85 -0.93
C 3.43 -3.03 -0.47
C 4.15 -3.02 0.71
C 4.29 -1.82 1.39
C 3.71 -0.68 0.84
N 3.02 -0.69 -0.30
C -0.96 0.04 -5.02
C -0.53 -0.43 -6.26
C -1.23 -0.16 -7.41
C -2.40 0.61 -7.34
C -2.85 1.09 -6.13
C -2.12 0.80 -4.97
H -3.35 1.86 -3.65
H -2.26 1.33 -1.68
H 1.85 -2.80 -2.67
H 3.28 -3.95 -1.03
H 4.57 -3.93 1.11
H 4.83 -1.76 2.32
H 3.79 0.28 1.34
H 0.39 -1.01 -6.29
H -0.89 -0.53 -8.37
H -2.96 0.83 -8.24
H -3.75 1.68 -6.07
C -3.55 2.96 3.46
C -2.10 2.85 3.02
N -1.54 1.53 3.31
C -0.90 1.38 4.60
C 0.59 1.69 4.56
C -1.50 0.55 2.38
S -2.23 0.78 0.85
N -0.89 -0.58 2.80
C -0.17 -1.33 1.98
O 0.39 -0.99 0.92
C 0.05 -2.75 2.44
C 0.30 -3.73 1.49
C 0.50 -5.05 1.87
C 0.48 -5.40 3.21
C 0.24 -4.42 4.17
C 0.02 -3.11 3.78
H -3.94 3.96 3.25
H -3.67 2.77 4.53
H -4.15 2.23 2.91
H -1.48 3.58 3.55
H -2.01 3.04 1.96
H -1.06 0.36 4.95
H -1.41 2.05 5.29
H 1.10 1.00 3.89
H 1.03 1.61 5.56
H 0.76 2.71 4.20
H 0.32 -3.44 0.44
H 0.68 -5.81 1.11
H 0.65 -6.43 3.51
H 0.23 -4.68 5.22
H -0.19 -2.34 4.51
*
```

Atom charges from the Mulliken analysis, given in e for atoms 1 to 8: 0.693 -0.411 -0.592 -0.815 -0.269 -0.860 0.493 0.408


Entry from the Open Molecules 2025 dataset: 2 unconnected molecules or ions with the total composition C4H9ClSi in a non-equilibrium geometry (wB97M-V/def2-TZVPD).

## Properties
ΔE to the lowest compared entry with this formula, charge and spin ... 116.62 kcal/mol

Geometry as ORCA input:
```
! RIJCOSX wB97M-V def2-TZVPD def2/J DEFGRID3
* xyz 0 1
C 2.53 -1.39 0.44
C 1.21 -1.37 0.09
C -1.75 -0.06 -0.54
C 0.66 1.72 -0.02
Si 0.05 0.03 -0.10
Cl -5.27 0.32 0.02
H 2.99 -2.17 0.98
H 3.17 -0.52 0.17
H 0.68 -2.31 0.39
H -2.14 0.69 -1.14
H -2.03 -1.03 -0.89
H -2.21 -0.11 0.52
H 0.44 2.20 -1.02
H 0.01 2.20 0.76
H 1.67 1.77 0.34
*
```

Atom charges from the Mulliken analysis, given in e for atoms 1 to 8: -0.477 -0.229 -0.940 -0.894 0.628 -0.894 0.264 0.219


Entry from the Open Molecules 2025 dataset: H5NOSi2 in the gas phase in a non-equilibrium geometry (wB97M-V/def2-TZVPD).

## Properties
ΔE to the lowest compared entry with this formula, charge and spin ... 17.73 kcal/mol

Geometry as ORCA input:
```
! RIJCOSX wB97M-V def2-TZVPD def2/J DEFGRID3
* xyz 0 1
N -0.20 0.93 0.02
O 0.35 -1.35 -0.01
Si -1.23 -0.39 0.00
Si 1.31 -0.02 0.03
H -0.28 1.84 -0.26
H -1.65 -0.27 1.33
H -2.17 -0.80 -1.16
H 1.85 0.30 -1.29
H 2.03 -0.25 1.34
*
```

Atom charges from the Mulliken analysis, given in e for atoms 1 to 8: -0.246 -0.416 0.416 0.373 0.250 -0.106 -0.091 -0.094


Entry from the Open Molecules 2025 dataset: C10H10N7O7P in the gas phase in a non-equilibrium geometry (wB97M-V/def2-TZVPD).

## Properties
ΔE to the lowest compared entry with this formula, charge and spin ... 0.00 kcal/mol

Geometry as ORCA input:
```
! RIJCOSX wB97M-V def2-TZVPD def2/J DEFGRID3
* xyz 0 1
N -0.59 -3.50 -2.06
O -4.47 -1.69 3.94
N -0.21 -1.21 -1.11
N 1.90 -1.19 -2.24
N 5.07 0.72 -2.82
N 3.74 1.59 -1.05
N -0.42 -2.40 -1.58
O -2.52 2.12 0.48
O 4.42 -1.24 -3.86
O 0.53 0.44 1.49
O -5.47 -0.65 2.05
O -3.67 -2.49 1.72
O -3.02 -0.01 2.62
C 1.07 -0.70 -1.33
C -1.28 1.65 0.66
C -0.22 1.91 -0.13
C 4.81 1.60 -1.84
C 4.17 -0.24 -3.00
C 2.85 0.65 -1.29
C 3.02 -0.32 -2.26
N 1.64 0.41 -0.70
C -1.72 -0.37 2.09
C -0.82 0.86 1.84
C 1.01 1.21 0.38
P -4.10 -1.21 2.59
H -2.62 2.72 -0.30
H 3.79 -1.95 -3.65
H -5.64 0.02 2.74
H -4.42 -3.06 1.91
H -0.24 2.45 -1.06
H 5.57 2.37 -1.68
H -1.81 -0.94 1.16
H -1.21 -0.98 2.80
H -0.85 1.52 2.71
H 1.73 1.92 0.79
*
```

Atom charges from the Mulliken analysis, given in e for atoms 1 to 8: -0.566 -0.683 -0.051 -0.773 -0.594 -0.612 0.486 -0.511


Entry from the Open Molecules 2025 dataset: C2H4NPS in the gas phase in a non-equilibrium geometry (wB97M-V/def2-TZVPD).

## Properties
ΔE to the lowest compared entry with this formula, charge and spin ... 53.50 kcal/mol

Geometry as ORCA input:
```
! RIJCOSX wB97M-V def2-TZVPD def2/J DEFGRID3
* xyz 0 1
C 0.24 -1.45 0.07
C 0.70 1.23 -0.33
N -1.00 -1.24 0.01
P -1.67 0.25 -0.25
S 1.50 -0.28 -0.15
H 0.48 -2.36 0.46
H 0.55 1.43 -1.36
H 1.05 1.88 0.33
H -1.85 0.53 1.23
*
```

Atom charges from the Mulliken analysis, given in e for atoms 1 to 8: -0.022 -0.924 -0.375 0.113 -0.058 0.426 0.368 0.394


Entry from the Open Molecules 2025 dataset: 3 unconnected molecules or ions with the total composition C38H66F3IN8O8P2 in a non-equilibrium geometry (wB97M-V/def2-TZVPD).

## Properties
Calculated total energy ... -3807.2270 a.u.
SMILES ... C#CCCCc1c(COC(F)(F)F)c(CCCCO)c2c(c1C[C@@H](C)I)C(=O)N(N(C(C)=O)C(C)=O)C2=O.CN(C)P(=O)(N(C)C)N(C)C.CN(C)P(=O)(N(C)C)N(C)C

Geometry as ORCA input:
```
! RIJCOSX wB97M-V def2-TZVPD def2/J DEFGRID3
* xyz 0 1
C 5.57 0.10 3.90
C 5.31 1.04 3.18
C 4.83 2.06 2.14
C 4.41 1.26 0.82
C 2.93 1.58 0.33
C 2.09 0.26 0.40
C 2.49 -0.90 -0.37
C 3.72 -0.88 -1.31
O 4.98 -1.17 -0.65
C 5.99 -1.43 -1.54
F 5.92 -0.70 -2.69
F 7.18 -1.12 -0.94
F 6.03 -2.76 -1.85
C 1.73 -2.16 -0.27
C 2.12 -3.47 -1.02
C 3.51 -3.98 -0.45
C 3.36 -5.22 0.52
C 4.64 -5.22 1.43
O 5.80 -5.63 0.67
C 0.57 -2.17 0.56
C 0.16 -0.97 1.30
C 0.89 0.25 1.26
C 0.38 1.46 2.09
C 0.86 1.48 3.60
C 1.85 0.30 3.95
I 1.72 3.41 4.16
C -1.17 -1.31 2.07
O -1.75 -0.61 2.86
N -1.47 -2.58 1.54
N -2.72 -3.16 1.72
C -3.07 -3.41 3.10
C -2.11 -4.30 3.93
O -4.09 -2.97 3.60
C -3.79 -2.52 0.94
C -4.59 -3.46 -0.03
O -4.12 -1.36 1.00
C -0.45 -3.30 0.86
O -0.43 -4.48 0.66
H 5.73 -0.90 4.33
H 5.72 2.68 1.86
H 4.00 2.69 2.52
H 4.43 0.19 1.13
H 5.19 1.45 0.04
H 2.97 1.98 -0.71
H 2.52 2.35 1.01
H 3.54 -1.58 -2.17
H 3.81 0.14 -1.76
H 1.33 -4.22 -0.79
H 2.14 -3.24 -2.11
H 3.92 -3.16 0.19
H 4.16 -4.22 -1.31
H 2.49 -5.07 1.20
H 3.35 -6.18 -0.04
H 4.52 -5.85 2.34
H 4.86 -4.18 1.79
H 6.56 -5.09 0.96
H 0.61 2.39 1.54
H -0.74 1.37 2.10
H -0.05 1.38 4.24
H 1.30 -0.66 3.82
H 2.73 0.35 3.26
H 2.22 0.48 4.98
H -1.13 -3.78 4.05
H -2.62 -4.51 4.89
H -1.99 -5.28 3.41
H -5.56 -2.99 -0.32
H -3.96 -3.78 -0.89
H -4.83 -4.38 0.56
C -8.22 1.42 1.01
N -8.88 0.13 0.93
C -9.88 0.17 -0.13
P -9.33 -0.86 2.27
O -9.18 -2.19 1.53
N -7.97 -1.17 3.31
C -6.62 -0.89 2.85
C -7.99 -2.50 3.91
N -9.74 0.59 3.23
C -9.08 0.93 4.49
C -11.20 0.64 3.44
H -8.92 2.23 1.28
H -7.79 1.68 0.04
H -7.40 1.44 1.72
H -10.72 0.83 0.14
H -10.28 -0.82 -0.34
H -9.45 0.54 -1.07
H -6.43 -1.28 1.84
H -5.87 -1.32 3.52
H -6.41 0.18 2.86
H -7.62 -3.27 3.22
H -9.00 -2.78 4.21
H -7.37 -2.52 4.81
H -9.17 0.15 5.24
H -9.54 1.84 4.90
H -8.03 1.17 4.33
H -11.53 -0.14 4.14
H -11.73 0.48 2.50
H -11.51 1.61 3.82
C 6.82 3.19 -4.49
N 5.46 3.29 -3.98
C 5.20 2.15 -3.11
P 4.08 3.81 -4.86
O 3.34 4.39 -3.66
N 4.35 5.38 -5.58
C 5.47 6.20 -5.14
C 3.15 6.21 -5.62
N 4.71 3.03 -6.34
C 5.01 3.75 -7.57
C 3.84 1.88 -6.69
H 6.97 2.29 -5.11
H 7.53 3.14 -3.66
H 7.12 4.05 -5.07
H 5.15 1.22 -3.69
H 4.26 2.27 -2.58
H 5.98 2.04 -2.35
H 5.54 6.25 -4.05
H 5.38 7.22 -5.53
H 6.41 5.83 -5.55
H 2.95 6.70 -4.66
H 2.27 5.62 -5.88
H 3.25 6.98 -6.39
H 4.15 4.30 -7.97
H 5.34 3.04 -8.34
H 5.85 4.44 -7.43
H 2.87 2.21 -7.06
H 3.67 1.25 -5.80
H 4.32 1.24 -7.44
*
```

Atom charges from the Mulliken analysis, given in e for atoms 1 to 8: -0.030 -0.513 -0.335 0.001 -0.747 0.995 0.814 -0.509


Entry from the Open Molecules 2025 dataset: 2 unconnected molecules or ions with the total composition C5H8N2 in a non-equilibrium geometry (wB97M-V/def2-TZVPD).

## Properties
ΔE to the lowest compared entry with this formula, charge and spin ... 109.39 kcal/mol

Geometry as ORCA input:
```
! RIJCOSX wB97M-V def2-TZVPD def2/J DEFGRID3
* xyz 0 1
C 0.59 1.39 -1.96
C 0.06 0.58 -1.02
C 0.12 -0.85 -1.14
N -0.01 -1.38 0.03
C -0.19 -0.34 1.02
N -1.03 -0.74 2.08
C -0.36 0.85 0.29
H 0.94 0.95 -2.87
H 0.63 2.45 -1.80
H 1.40 -0.26 1.28
H 0.40 -1.42 -2.01
H -0.08 -2.36 0.26
H -0.47 -0.75 2.91
H -1.66 0.04 2.19
H -0.33 1.83 0.75
*
```

Atom charges from the Mulliken analysis, given in e for atoms 1 to 8: -1.129 1.063 -0.550 -0.034 0.241 -0.543 -1.182 0.256


Entry from the Open Molecules 2025 dataset: a molecular structure, C48H38F6NOP2S2SiV (wB97M-V/def2-TZVPD).

## Properties
<S²> ... 3.769
ΔE to the lowest compared entry with this formula, charge and spin ... 0.00 kcal/mol

Geometry as ORCA input:
```
! RIJCOSX wB97M-V def2-TZVPD def2/J DEFGRID3
* xyz -1 4
V -0.13 0.36 -0.12
C 0.42 -0.55 3.84
Si -0.65 -0.16 2.30
C -1.55 1.40 3.00
C -2.21 1.44 4.24
C -2.51 2.63 4.87
C -2.12 3.84 4.30
C -1.48 3.83 3.08
C -1.24 2.63 2.41
P -0.45 2.64 0.74
C -1.34 3.90 -0.25
C -0.99 4.00 -1.59
C -1.62 4.90 -2.44
C -2.64 5.71 -1.96
C -3.03 5.59 -0.63
C -2.39 4.70 0.21
C 1.18 3.41 1.10
C 1.82 3.06 2.29
C 3.13 3.44 2.53
C 3.83 4.18 1.59
C 3.20 4.54 0.40
C 1.89 4.16 0.16
C -1.71 -1.76 2.23
C -2.64 -2.16 3.18
C -3.33 -3.36 3.08
C -3.08 -4.21 2.02
C -2.14 -3.85 1.06
C -1.47 -2.64 1.16
P -0.24 -2.09 -0.11
C -0.61 -3.06 -1.62
C -0.36 -4.42 -1.73
C -0.61 -5.10 -2.91
C -1.12 -4.41 -4.01
C -1.35 -3.05 -3.92
C -1.09 -2.37 -2.74
C 1.32 -2.89 0.43
C 1.49 -3.41 1.71
C 2.74 -3.82 2.15
C 3.84 -3.70 1.32
C 3.69 -3.19 0.04
C 2.44 -2.79 -0.40
H -0.24 -0.84 4.66
H 1.00 0.31 4.18
H 1.10 -1.38 3.66
H -2.46 0.52 4.73
H -3.03 2.62 5.82
H -2.31 4.78 4.81
H -1.16 4.77 2.64
H -0.24 3.32 -2.00
H -1.32 4.95 -3.48
H -3.14 6.40 -2.62
H -3.85 6.18 -0.25
H -2.74 4.61 1.23
H 1.30 2.47 3.03
H 3.61 3.14 3.46
H 4.85 4.47 1.77
H 3.73 5.12 -0.34
H 1.42 4.44 -0.77
H -2.86 -1.51 4.03
H -4.07 -3.63 3.83
H -3.61 -5.15 1.93
H -1.97 -4.51 0.22
H 0.06 -4.96 -0.89
H -0.41 -6.17 -2.98
H -1.32 -4.94 -4.93
H -1.72 -2.50 -4.77
H -1.25 -1.31 -2.66
H 0.63 -3.49 2.37
H 2.85 -4.22 3.16
H 4.82 -4.00 1.67
H 4.54 -3.08 -0.61
H 2.33 -2.36 -1.39
S 0.87 0.90 -2.55
C 2.22 0.71 -1.50
N 2.03 0.44 -0.22
C 3.22 0.28 0.46
C 3.33 -0.05 1.80
C 4.60 -0.19 2.34
C 5.74 0.01 1.57
C 5.64 0.33 0.22
C 4.37 0.46 -0.33
S 3.90 0.82 -1.96
H 2.44 -0.21 2.39
H 4.70 -0.46 3.39
H 6.72 -0.11 2.01
H 6.52 0.48 -0.38
C -4.15 -1.39 -0.85
C -3.44 -0.01 -0.83
O -2.14 -0.16 -0.51
C -3.60 0.67 -2.23
F -4.70 1.45 -2.34
F -2.55 1.43 -2.54
F -3.70 -0.25 -3.22
C -4.20 0.83 0.23
F -5.54 0.84 0.04
F -3.80 2.11 0.27
F -4.00 0.32 1.46
H -3.58 -2.05 -1.50
H -5.18 -1.36 -1.19
H -4.12 -1.79 0.16
*
```

Atom charges from the Mulliken analysis, given in e for atoms 1 to 8: -0.222 -1.689 1.501 1.067 -0.540 -0.901 -1.029 -0.715


Entry from the Open Molecules 2025 dataset: a gas-phase ion, C6H9Br2N2O (charge +1) in a non-equilibrium geometry (wB97M-V/def2-TZVPD).

## Properties
SMILES ... COC1=C(Br)C=N[C@H]([NH3+])[C@H]1Br
ΔE to the lowest compared entry with this formula, charge and spin ... 28.16 kcal/mol

Geometry as ORCA input:
```
! RIJCOSX wB97M-V def2-TZVPD def2/J DEFGRID3
* xyz 1 1
C 0.82 0.56 3.05
O 0.89 1.42 1.96
C 0.61 1.15 0.73
C 0.57 2.19 -0.14
Br 1.42 3.78 0.41
C 0.06 2.15 -1.49
N -0.54 1.17 -2.10
C -0.49 -0.12 -1.43
N -1.81 -0.77 -1.60
C 0.11 -0.25 0.21
Br 1.66 -1.51 0.16
H 0.99 1.28 3.88
H 1.70 -0.11 2.97
H -0.15 -0.16 3.26
H 0.30 2.94 -2.15
H 0.38 -0.61 -1.93
H -2.53 -0.35 -0.98
H -1.89 -1.84 -1.23
H -2.21 -0.70 -2.65
H -0.74 -0.67 0.82
*
```

Atom charges from the Mulliken analysis, given in e for atoms 1 to 8: -0.718 -0.352 0.650 -0.004 -0.097 -0.272 -0.647 -0.092